Record 1
Below is C6H4N2 in the gas phase in a non-equilibrium geometry, with properties calculated with ωB97M-V/def2-TZVPD.

Geometry as XYZ:
```
12
Properties=species:S:1:pos:R:3:forces:R:3
C 1.4208 -0.4418 0.0686 6.0 0.9 -1.4
C 1.3471 1.0740 0.0618 -2.3 -2.1 -0.6
C 0.0061 1.2444 -0.2497 0.1 -0.3 2.6
C -0.6907 -0.1960 -0.3142 3.8 1.1 1.7
C -2.1189 -0.3383 -0.2870 -4.2 -0.2 3.2
C -3.2785 -0.3540 0.2602 7.2 0.2 -3.7
H 2.8579 -1.9328 -0.1212 -0.8 3.5 0.3
H 2.3622 1.5246 0.2706 -2.0 0.3 -0.3
H -0.6281 2.0149 0.2359 0.4 0.2 -1.6
H -4.2413 -0.6840 0.1528 -2.2 -0.3 0.5
N 2.7213 -0.7869 -0.0193 -3.2 -3.8 0.3
N 0.2421 -1.1240 -0.0584 -2.7 0.5 -1.0
```
Forces are in eV/Å.

The value obtained for the energy is -340.3401 Ha. The net charge is 0. Its molar mass is 104.11 g mol⁻¹. The value obtained for the energy relative to the best compared isomer or geometry (same formula, charge and spin) is 112.7 kcal/mol.

---

Record 2
Below is 2 unconnected molecules or ions with the total composition C6H4N2O5 in a non-equilibrium geometry, with properties calculated with ωB97M-V/def2-TZVPD.

Geometry as XYZ:
```
17
Properties=species:S:1:pos:R:3:forces:R:3
C 2.6871 0.7076 -0.5229 -1.6 0.9 0.7
C 2.2482 -0.3506 0.2876 0.3 -0.7 -0.1
C 1.5825 1.4970 -0.5936 0.4 0.7 -2.3
C 0.9322 -0.1824 0.5554 0.1 0.7 0.3
C 0.1159 -1.1757 1.2266 0.9 0.5 -0.5
C -2.5062 0.2466 -0.2104 -0.2 1.4 0.2
N -2.8954 1.2984 0.0955 1.2 -3.5 -1.1
N -2.2660 -1.0631 -0.6553 -0.5 -0.5 -1.1
O -1.0566 -1.1613 1.4120 -1.9 0.4 0.9
O -3.2438 2.3682 0.3945 -0.7 2.2 0.7
O -1.2831 -1.2806 -1.3547 -0.6 0.4 0.6
O -3.1325 -1.8627 -0.3656 0.4 0.1 0.0
O 0.5234 1.0365 0.0224 -1.0 -2.0 1.1
H 3.5543 1.0037 -1.0288 1.3 -0.3 -0.3
H 2.7556 -1.2237 0.6073 0.6 -0.5 0.1
H 1.3362 2.2099 -1.3675 0.3 0.7 0.5
H 0.6481 -2.0678 1.4974 1.0 -0.6 0.3
```
Forces are in eV/Å.

The value obtained for the energy is -716.4593 Ha. The net charge is 0. Its molar mass is 184.11 g mol⁻¹. The value obtained for the energy relative to the best compared isomer or geometry (same formula, charge and spin) is 86.1 kcal/mol.

---

Record 3
Below is a molecular structure, C6H4N5O5Sr in a non-equilibrium geometry, with properties calculated with ωB97M-V/def2-TZVPD.

Geometry as XYZ:
```
21
Properties=species:S:1:pos:R:3:forces:R:3
O 3.5927 -3.3188 -4.7714 -2.6 1.2 2.1
C 2.7589 -2.9197 -4.0812 2.6 -1.3 -2.2
Sr 0.8399 -0.1250 -0.3796 -8.6 1.3 4.9
O -0.0232 -2.2379 -2.5979 -0.5 -0.5 -0.5
C 0.3702 -1.5052 -1.8557 -0.6 -5.1 -5.7
C 2.3774 0.9718 0.4645 6.4 3.6 2.3
O 3.1025 1.6181 1.0119 0.6 0.6 0.5
C 1.0141 1.2061 -1.9569 1.7 4.3 -6.0
O 0.9822 1.9823 -2.7562 -0.1 0.8 -0.7
C 1.7333 -1.7386 0.5673 4.2 -6.0 2.7
O 2.1018 -2.6021 1.1703 0.1 -0.6 0.5
H 2.6809 -0.6050 -1.4622 -0.1 0.1 0.1
N -3.5847 0.5019 3.0362 1.5 0.6 -1.6
N -2.6002 0.8245 2.0756 0.2 -0.6 0.2
N -2.4725 2.0484 1.5446 0.6 -1.4 0.0
C -1.4033 1.8706 0.7207 -1.5 0.5 1.1
N -0.9329 0.6358 0.7573 -3.4 0.3 2.7
N -1.6948 -0.0762 1.6377 -0.9 2.2 0.0
H -3.6261 -0.4301 3.4099 0.4 -0.1 -0.3
H -4.2209 1.2191 3.3442 0.4 0.2 -0.4
H -0.9953 2.6799 0.1208 -0.2 -0.2 0.2
```
Forces are in eV/Å.

The value obtained for the energy is -911.0605 Ha. The net charge is +1. Its molar mass is 313.75 g mol⁻¹. The value obtained for the energy relative to the best compared isomer or geometry (same formula, charge and spin) is 198.7 kcal/mol.

---

Record 4
Below is a molecular structure, C6H4N5O5Tb in a non-equilibrium geometry, with properties calculated with ωB97M-V/def2-TZVPD.

Geometry as XYZ:
```
21
Properties=species:S:1:pos:R:3:forces:R:3
O 1.4861 -3.4864 -1.4790 -1.2 3.1 1.4
C 0.9483 -2.4412 -1.1760 1.4 -4.1 -2.9
Tb -0.7134 -1.5515 0.2772 -2.0 -4.4 0.4
C -3.2018 -0.7383 0.2566 -4.7 2.0 -0.7
O -4.2378 -0.2580 0.1271 3.8 -1.8 0.6
C 1.3168 -0.4124 -2.6130 -0.3 2.1 -1.4
O 1.0967 0.7811 -2.4706 0.6 -2.6 -0.1
C 0.3200 -1.4700 -2.1616 -2.4 -0.2 -1.1
O -0.9102 -1.5662 -2.4097 3.3 0.6 1.6
C 1.6946 -1.5429 0.9927 4.8 1.3 1.7
O 2.7948 -1.2483 1.1510 -3.6 -1.1 -0.7
H 2.1813 -0.8681 -3.1703 -0.2 0.6 0.5
N -0.6730 1.8534 3.0503 0.5 -0.3 0.5
N -0.0565 1.5976 1.8459 -3.2 -0.3 -3.1
N -0.0620 2.5887 0.8698 0.7 -2.0 1.3
C -0.1998 1.8762 -0.2307 0.0 0.1 -0.4
N -0.3970 0.5639 -0.0209 0.4 2.3 1.6
N -0.4014 0.3988 1.3169 1.7 3.3 0.2
H -0.5143 1.0303 3.6194 0.0 0.1 0.5
H -0.2845 2.6787 3.4711 0.3 0.5 0.3
H -0.1869 2.2144 -1.2462 0.1 0.6 -0.1
```
Forces are in eV/Å.

The value obtained for the energy is -1704.5937 Ha. The net charge is +2. Its molar mass is 385.05 g mol⁻¹. Its spin multiplicity is 7. The value obtained for the energy relative to the best compared isomer or geometry (same formula, charge and spin) is 68.4 kcal/mol.